{"formula": "C2H7N4O", "method": "ωB97M-V/def2-TZVPD", "elements": ["H", "N", "O", "C", "H", "H", "H", "N", "H", "C", "H", "N", "H", "N"], "xyz": [[-2.8035, -1.3436, -0.1254], [0.0615, -0.7059, -0.4478], [-2.1424, 0.5860, 0.3106], [-1.0029, 1.3157, 0.0497], [1.4658, 2.1509, 0.5167], [-2.3922, -0.4100, -1.4813], [-1.1385, 2.3168, 0.2143], [1.4064, 1.2281, 0.1178], [0.7508, -2.4103, 0.3340], [0.1747, 0.6586, -0.2498], [1.3449, -0.8431, 1.0822], [0.7186, -1.3555, 0.4786], [2.2533, 0.9275, -0.5924], [-2.1529, -0.5654, -0.4111]], "forces_ev_per_a": [[0.647, 1.752, 0.733], [1.418, -1.099, 1.699], [-0.615, 1.038, -0.062], [0.042, -3.828, -1.240], [-0.156, -0.004, -0.198], [0.907, 0.115, 2.761], [-0.040, 2.266, 0.724], [2.602, -2.584, -2.802], [0.280, 2.048, 0.418], [-1.097, 1.981, 0.835], [0.057, -0.006, 0.589], [-0.585, -1.787, -2.483], [-2.841, 1.538, 2.434], [-0.619, -1.432, -3.408]], "mulliken_charge": [0.297, -0.097, -0.156, -0.622, 0.227, 0.303, 0.455, -0.595, 0.309, 1.015, 0.286, -0.258, 0.298, -0.463], "lumo_ha": [-0.201, -0.201], "charge": 1, "homo_ev": [-13.0, -13.0], "multiplicity": 1, "de_lowest_ev": 5.950, "smiles": "NO/C=C(/N)N=[NH2+]"}


{"formula": "C6H13Br2N2OPS", "method": "ωB97M-V/def2-TZVPD", "elements": ["C", "H", "H", "Br", "O", "C", "H", "P", "H", "H", "Br", "N", "H", "H", "N", "H", "C", "H", "C", "H", "H", "C", "C", "H", "S", "H"], "xyz": [[-3.1943, 2.4502, -0.1585], [-2.2119, -3.0550, 0.3334], [3.5421, -3.1680, 1.0657], [-5.1307, 4.3029, 0.8597], [-0.5628, -1.6740, -0.5925], [-1.6074, -2.0501, 0.3770], [4.3809, -0.7320, 1.0881], [3.2876, -2.5688, -0.2428], [4.3954, -2.1592, -1.1104], [1.9467, -2.3715, -0.7381], [-2.2639, 3.6556, -1.3774], [-1.6733, -0.9001, 1.3613], [3.2166, 1.4338, 0.2602], [3.2489, -3.9017, -0.8441], [-0.7598, 0.0937, 1.0432], [-5.0942, 2.8464, -1.1707], [-4.6833, 2.7062, -0.1668], [-5.2176, 1.8907, 0.3291], [3.0201, 0.4179, -0.3326], [3.8627, 0.3566, -1.1752], [-2.7374, 2.5773, 0.8268], [0.0036, -0.3463, -0.1856], [3.2698, -0.8549, 0.6686], [2.5738, -0.8396, 1.6104], [1.3621, 0.4450, -1.1992], [-2.9735, 1.4451, -0.5293]], "forces_ev_per_a": [[0.116, -0.142, -0.161], [1.519, 2.421, -0.091], [-0.091, 0.129, -0.595], [-0.014, -0.037, -0.126], [-1.123, 1.575, 3.093], [2.740, 5.912, 1.314], [-2.214, -0.143, -0.792], [-0.382, 0.182, 0.463], [-0.671, -0.142, 0.508], [0.491, 0.020, 0.200], [0.000, -0.034, 0.115], [1.188, -3.346, -4.111], [-0.718, -2.183, -1.414], [0.363, 0.119, -0.034], [1.686, -3.858, -4.815], [0.210, -0.023, 0.238], [-0.157, -0.059, 0.180], [0.173, 0.111, -0.079], [1.821, -0.164, 1.726], [-2.140, 0.127, 1.459], [-0.187, -0.039, -0.248], [-3.372, -1.445, 3.559], [1.099, 1.622, 0.449], [1.026, -0.013, -1.858], [-1.275, -0.759, 0.915], [-0.090, 0.170, 0.106]], "mulliken_charge": [-0.505, 0.333, 0.042, -0.144, -0.221, 0.033, 0.385, 0.130, 0.044, 0.017, -0.128, -0.307, 0.328, 0.040, -0.200, 0.380, -0.563, 0.364, -0.444, 0.304, 0.402, 0.266, -1.054, 0.390, -0.067, 0.177], "lumo_ha": -0.020, "charge": 0, "homo_ev": -8.6, "multiplicity": 1, "smiles": "[PH4]CCSc1nnco1.BrCCBr"}